# 1
Here is a molecular structure, C40H44As2BrCl2FeN3O4 in a non-equilibrium geometry from the Open Molecules 2025 dataset. Energies are from ωB97M-V/def2-TZVPD.

Results
2S+1 = 2
HOMO energy (alpha / beta) = -10.4 / -11.4 eV
net charge = +1

```
97
C40H44As2BrCl2FeN3O4 ωB97M-V/def2-TZVPD
Br 2.92 -4.94 -5.52
As -1.46 0.59 -2.17
As -0.20 0.96 1.61
Fe 1.02 -1.06 0.77
Cl 2.95 2.65 -2.55
Cl 3.05 -0.06 -3.67
O 2.75 -0.43 -0.33
O 1.08 0.79 -1.09
O -0.08 -1.80 -0.72
O -0.34 -1.48 -2.91
N -0.03 -2.53 1.92
N 2.51 -1.41 2.38
N 3.23 -4.24 -1.49
C -5.60 0.66 -2.85
C -0.54 2.57 -6.31
C -1.47 -2.24 1.99
C 2.25 0.41 -1.15
C 1.34 -2.98 -2.25
C 0.86 5.00 1.92
C 0.18 3.80 1.98
C -1.48 2.04 -0.85
C 3.22 0.94 -2.21
C 3.41 -4.67 -2.74
C 0.11 -3.87 1.32
C 2.18 5.04 1.49
C -0.26 1.62 4.44
C -3.79 -1.00 -1.55
C 2.14 2.66 1.18
C -0.10 3.19 -5.14
C -2.15 1.41 5.91
C -3.34 0.13 -2.23
C 0.55 -2.53 3.27
C -5.14 -1.29 -1.52
C -2.36 0.82 3.59
C 1.53 -3.43 -3.55
C 2.82 3.86 1.13
C -0.38 2.62 -3.91
C -1.75 1.56 0.56
C 3.89 -1.69 1.91
C 0.24 -2.00 -1.95
C -0.82 1.75 5.70
C -2.92 0.95 4.85
C -6.05 -0.46 -2.17
C -1.10 1.43 -3.85
C 0.81 2.62 1.60
C -1.25 1.38 -6.24
C -1.02 1.14 3.37
C -4.24 0.96 -2.88
C 2.58 -0.21 3.23
C 2.21 -3.41 -1.27
C 2.05 -2.55 3.17
C -1.53 0.80 -5.02
C 2.58 -4.29 -3.78
H -5.49 -2.17 -1.00
H -3.97 0.71 5.00
H 0.19 -3.39 3.85
H 2.71 5.98 1.45
H 1.15 -4.17 1.24
H 2.87 0.65 2.64
H 4.27 -0.84 1.36
H 2.50 -2.54 4.17
H -1.87 -2.17 0.98
H -0.55 2.60 -0.92
H -1.59 0.90 -7.15
H -1.99 -3.03 2.54
H 3.89 -2.56 1.25
H 4.24 0.83 -1.86
H 4.23 -5.35 -2.91
H -6.30 1.31 -3.36
H 0.36 5.92 2.22
H 4.53 -1.88 2.77
H -3.07 -1.66 -1.07
H 1.61 -0.02 3.68
H -0.85 3.78 2.33
H -0.31 3.01 -7.27
H -0.02 3.10 -3.01
H 2.39 -3.46 2.68
H -1.63 -1.30 2.52
H -2.59 1.51 6.89
H -2.14 2.39 1.16
H 2.11 -3.07 -0.25
H -7.10 -0.70 -2.16
H -0.22 2.13 6.52
H 0.21 -1.63 3.78
H 0.88 -3.09 -4.34
H 0.76 1.94 4.28
H 3.85 3.88 0.80
H -2.99 0.48 2.77
H -0.32 -3.86 0.32
H 2.65 1.74 0.91
H -2.07 -0.13 -4.96
H 3.31 -0.36 4.04
H 0.46 4.11 -5.20
H -2.31 2.67 -1.20
H -3.90 1.84 -3.42
H -2.52 0.77 0.57
H -0.42 -4.61 1.93
```

Löwdin population analysis, charges in e, atoms 1 to 8: 0.780, 1.488, 1.358, 0.511, 0.650, 0.659, -0.074, -0.119

***

# 2
Here is 2 unconnected molecules or ions with the total composition C40H44BNO2S in a non-equilibrium geometry from the Open Molecules 2025 dataset. Energies are from ωB97M-V/def2-TZVPD.

Results
HOMO energy = -5.7 eV

```
89
C40H44BNO2S ωB97M-V/def2-TZVPD
S -1.67 -4.91 -1.28
O -3.95 0.94 -0.24
O -4.70 -1.21 0.34
N 3.28 -4.02 2.97
C 4.38 -3.08 3.05
C -2.92 -0.17 1.82
C -4.62 3.72 2.08
C 0.17 -4.48 1.12
C -5.41 1.52 -1.95
C -6.20 -1.46 5.49
C 1.18 -4.73 2.01
C 2.54 -3.00 0.92
C -4.66 1.38 2.74
C 1.49 -2.72 0.07
C -3.99 0.06 2.87
C -1.97 -1.30 1.51
C -1.31 -3.27 -3.22
C -6.07 1.41 2.63
C -3.95 2.58 2.50
C -0.58 -2.72 -2.13
C -6.01 3.71 1.89
C -1.84 -4.53 -2.93
C -2.55 -5.40 -3.90
C -5.18 -2.16 -1.78
C 2.96 -4.73 4.19
C 2.37 -3.95 1.96
C -0.65 -1.08 1.96
C -5.32 -0.92 -0.92
C -3.41 0.01 -2.38
C -5.98 -2.83 5.27
C 0.15 -0.03 1.39
C -4.95 -3.24 4.41
C -6.79 -0.69 -0.62
C -5.45 -0.52 4.79
C 1.37 0.30 1.96
C -4.23 -2.30 3.68
C -0.12 -1.79 3.07
C -4.55 0.38 -1.44
C 1.80 -0.35 3.12
C -4.52 -0.91 3.78
C 0.32 -3.52 0.10
C -6.74 2.56 2.23
C 1.03 -1.36 3.71
C -0.65 -3.47 -0.95
B -3.99 -0.08 0.66
H -4.72 -4.30 4.30
H -2.40 -6.46 -3.65
H 2.70 -5.78 3.98
H -2.77 0.88 -2.57
H -2.30 0.74 1.84
H -0.24 0.47 0.50
H 1.30 -1.80 4.67
H -1.42 -2.82 -4.20
H 0.06 -1.85 -2.22
H -6.60 -3.57 5.77
H -5.61 0.54 5.00
H 1.98 1.09 1.50
H -7.19 -1.59 -0.14
H -5.60 -1.98 -2.78
H -5.72 -2.99 -1.32
H -6.64 0.50 2.83
H 2.75 -0.06 3.58
H -4.76 2.36 -2.26
H 1.04 -5.47 2.80
H -6.51 4.58 1.48
H -3.63 -5.20 -3.90
H -2.34 -2.27 1.25
H -2.87 2.59 2.65
H -4.13 -2.48 -1.89
H -6.94 -1.12 6.22
H -7.35 -0.50 -1.55
H -0.78 -5.01 1.23
H -3.44 -2.61 3.00
H -6.95 0.16 0.06
H -2.17 -5.23 -4.91
H 4.96 -3.10 2.11
H -0.71 -2.63 3.45
H 2.12 -4.27 4.73
H -4.05 4.63 1.88
H 3.84 -4.71 4.84
H -7.82 2.55 2.16
H 5.02 -3.39 3.88
H -2.77 -0.75 -1.90
H 1.54 -1.87 -0.61
H -6.03 1.24 -2.81
H -6.05 1.89 -1.14
H 3.45 -2.40 0.86
H -3.78 -0.37 -3.33
H 4.02 -2.05 3.23
```

Löwdin population analysis, charges in e, atoms 1 to 8: 1.072, 0.164, 0.159, -0.191, -0.062, -0.098, -0.073, -0.080

***

# 3
Here is a molecular structure, C40H44GdN7P3S in a non-equilibrium geometry from the Open Molecules 2025 dataset. Energies are from ωB97M-V/def2-TZVPD.

Results
2S+1 = 8
HOMO energy (alpha / beta) = -15.8 / -15.8 eV
net charge = +3

```
96
C40H44GdN7P3S ωB97M-V/def2-TZVPD
Gd 5.80 9.30 17.77
S 4.66 12.02 18.74
P 3.27 7.93 17.20
P 4.12 8.06 19.93
P 9.55 8.74 16.72
N 7.53 10.76 16.91
N 9.18 11.25 15.51
N 9.95 7.95 19.35
N 8.46 7.15 14.59
N 6.93 7.82 16.09
N 3.09 8.89 18.68
N 7.87 8.45 18.93
C 7.27 11.96 16.27
C 8.30 12.28 15.40
C 2.67 9.30 13.50
C 5.00 10.09 21.61
C 8.74 10.36 16.44
C 2.55 5.33 17.33
C 3.24 6.56 20.53
C 0.70 6.86 17.09
C 2.92 9.05 15.87
C 2.32 4.26 21.95
C 5.50 13.32 19.57
C 3.96 9.20 21.38
C 2.98 9.09 22.39
C -0.10 5.72 17.21
C 11.45 7.89 19.24
C 4.10 5.63 21.12
C 3.04 9.96 23.46
C 3.07 11.97 19.64
C 3.39 10.49 13.54
C 8.25 7.85 15.82
C 2.10 6.61 17.12
C 0.37 4.38 17.27
C 9.72 7.41 13.84
C 1.88 6.32 20.68
C 1.43 5.17 21.38
C 3.78 11.04 14.73
C 7.26 6.76 14.13
C 1.72 4.19 17.30
C 4.01 10.93 23.59
C 8.03 8.18 20.25
C 5.04 11.03 22.65
C 9.07 8.39 18.44
C 10.51 11.23 14.79
C 9.28 7.78 20.54
C 1.95 9.69 19.12
C 6.32 7.15 15.04
C 2.48 8.55 14.69
C 3.69 4.48 21.76
C 1.95 11.28 18.92
C 3.51 10.33 15.85
H 8.54 13.14 14.85
H 11.81 8.00 18.22
H 7.20 8.29 20.87
H 10.54 7.48 14.60
H 0.36 4.99 21.34
H 10.32 10.76 13.78
H 1.87 9.38 20.12
H 3.68 10.90 16.74
H 2.16 3.22 17.51
H 1.96 7.60 14.67
H 0.33 7.89 17.00
H 2.85 13.06 19.71
H 2.10 8.94 12.66
H 10.75 12.32 14.68
H 3.22 11.52 20.59
H 4.41 3.74 22.12
H 10.03 6.51 13.29
H 5.86 13.08 20.55
H 11.85 6.91 19.59
H 1.03 9.34 18.60
H 1.92 11.42 17.85
H 11.86 8.70 19.88
H 2.13 8.41 22.23
H 9.76 7.67 21.46
H -0.42 3.66 17.47
H 4.05 12.11 14.77
H 5.26 6.95 14.93
H 3.98 11.48 24.59
H 6.37 13.58 18.97
H 5.80 10.07 20.79
H 11.29 10.70 15.43
H 1.14 6.79 20.03
H -1.17 5.88 17.16
H 9.43 8.24 13.15
H 4.90 14.17 19.52
H 7.07 6.10 13.30
H 6.43 12.55 16.58
H 1.89 3.39 22.51
H 2.35 9.79 24.26
H 3.50 11.01 12.63
H 5.21 5.77 21.15
H 0.99 11.66 19.30
H 5.74 11.83 22.68
H 3.63 5.15 17.44
```

Löwdin population analysis, charges in e, atoms 1 to 8: 1.348, 0.798, 0.943, 0.999, 1.185, -0.107, -0.114, -0.084

***

# 4
Here is a molecular structure, C40H44N4PbS in a non-equilibrium geometry from the Open Molecules 2025 dataset. Energies are from ωB97M-V/def2-TZVPD.

Results
HOMO energy = 0.2 eV
net charge = -2

```
90
C40H44N4PbS ωB97M-V/def2-TZVPD
Pb -0.95 -0.65 0.09
S -3.04 -1.24 3.03
N 0.09 -1.18 -4.00
N -0.03 -2.78 -2.56
N -2.64 -1.69 1.53
N 0.93 -3.49 3.01
C -3.66 2.73 2.56
C 0.47 -1.99 5.02
C 2.59 1.42 -0.50
C -0.31 3.63 -6.84
C -0.45 -1.43 4.14
C 0.64 -1.45 2.04
C -0.43 -3.66 1.04
C -1.38 -3.02 6.21
C -0.54 -5.05 1.36
C -0.28 3.60 0.53
C -0.02 -2.71 6.12
C 0.96 1.62 -6.13
C 1.24 2.78 -2.21
C -2.26 -2.58 5.23
C -2.18 1.15 4.33
C -0.03 0.03 -4.62
C -1.78 -1.76 4.21
C 0.88 2.69 0.37
C 3.52 0.77 -1.45
C -2.96 3.33 3.61
C -0.34 -1.48 -2.62
C -2.33 0.46 -3.61
C -1.18 0.85 -4.47
C 2.57 1.24 0.91
C 1.07 0.43 -5.42
C 1.51 2.01 1.44
C 0.00 -5.56 2.48
C -3.63 1.35 2.40
C 3.43 0.34 1.70
C 1.09 2.02 2.85
C 2.38 -0.32 -5.41
C 1.03 -3.13 -3.43
C 0.85 -4.80 3.23
C -2.87 0.56 3.26
C -1.22 2.03 -5.19
C 0.30 -2.87 2.01
C -0.16 2.43 -6.00
C -2.20 2.54 4.47
C 1.55 2.33 -0.83
C 0.84 -2.29 -4.46
H 1.54 -1.90 4.82
H -2.16 2.60 -5.21
H 2.86 -0.53 2.04
H 0.39 2.83 3.04
H 1.73 1.91 -6.86
H 4.19 0.08 -0.92
H 0.64 3.99 -7.14
H -1.64 2.99 5.29
H 0.69 -3.03 6.87
H 1.61 -4.04 -3.33
H -0.13 -6.59 2.81
H 3.16 0.21 -6.02
H -1.64 0.54 5.06
H -3.31 -2.85 5.21
H 2.82 -0.43 -4.40
H 1.95 2.14 3.53
H -2.86 -2.70 1.46
H -4.21 0.86 1.61
H 4.28 0.00 1.11
H -4.26 3.34 1.88
H 0.59 1.07 3.12
H 0.41 3.48 -2.22
H -0.52 -3.25 0.03
H 2.11 3.28 -2.67
H -2.48 -0.62 -3.53
H -2.34 0.88 -2.58
H -0.07 -0.86 3.22
H -0.86 4.40 -6.36
H -3.02 4.40 3.77
H 1.23 -1.47 1.08
H 3.00 0.20 -2.23
H 1.45 -5.17 4.04
H 0.98 1.93 -2.86
H -1.75 -3.62 7.03
H -0.02 4.46 1.17
H -0.85 3.33 -7.70
H 4.16 1.53 -1.95
H -1.04 -5.72 0.62
H 1.09 -2.41 -5.45
H -3.25 0.89 -4.08
H 2.36 -1.31 -5.90
H 3.82 0.86 2.59
H -0.63 3.99 -0.42
H -1.12 3.09 1.02
```

Löwdin population analysis, charges in e, atoms 1 to 8: 1.186, 1.008, -0.062, -0.077, -0.512, 0.066, -0.095, -0.084

***

# 5
Here is a molecular structure, C40H44NPRhSSi from the Open Molecules 2025 dataset. Energies are from ωB97M-V/def2-TZVPD.

Results
2S+1 = 5
HOMO energy (alpha / beta) = -8.1 / -10.9 eV
net charge = +1

```
89
C40H44NPRhSSi ωB97M-V/def2-TZVPD
Rh 0.09 0.01 0.16
S -3.64 2.23 -1.33
P 1.46 1.70 1.25
Si -0.16 -2.06 -1.09
N -1.82 0.99 0.14
C -0.13 1.75 -4.30
C -2.54 -3.13 -2.13
C 3.87 0.76 0.18
C -5.06 2.00 2.44
C 0.60 1.72 3.99
C -3.48 -2.72 -4.30
C -1.11 1.27 -2.13
C 2.84 -4.02 -3.15
C -3.99 1.32 3.06
C 3.23 2.00 0.80
C -2.83 1.27 0.95
C -1.49 -2.25 -2.38
C 0.06 -3.41 1.42
C -1.22 1.79 -3.47
C 1.01 -0.49 2.85
C 3.98 -3.73 -2.41
C -0.76 -2.66 0.57
C 0.66 3.37 1.25
C 0.51 3.86 -0.19
C 2.65 -2.44 -0.89
C 1.61 -3.51 -2.76
C 1.17 0.56 -2.62
C -1.45 -1.62 -3.63
C -2.43 -1.85 -4.58
C -2.07 1.43 -1.18
C 3.88 -2.94 -1.27
C -0.36 -3.78 2.68
C -3.53 -3.37 -3.08
C -2.45 -2.63 2.32
C 0.12 0.60 -1.72
C 1.45 0.98 2.96
C -5.04 2.31 1.10
C -1.62 -3.38 3.14
C -2.02 -2.28 1.05
C 4.10 2.51 1.95
C 1.49 -2.72 -1.62
C -3.93 1.95 0.35
C 1.07 1.16 -3.88
C 1.33 4.47 2.06
C -2.89 0.95 2.34
H 4.94 -4.13 -2.72
H -2.38 -1.35 -5.53
H -0.34 3.17 1.66
H 1.45 4.24 3.12
H 1.77 -1.12 2.39
H 4.97 3.03 1.56
H -0.64 -0.95 -3.88
H -4.33 -4.06 -2.86
H 0.07 -0.62 2.27
H -2.69 -1.70 0.41
H 0.74 5.38 1.99
H -0.20 4.69 -0.22
H -4.05 1.09 4.11
H -5.87 2.83 0.64
H 1.02 2.69 4.26
H -0.20 2.18 -5.29
H 2.08 0.05 -2.36
H 0.28 -4.38 3.32
H 0.77 -0.90 3.83
H -5.92 2.28 3.04
H 3.58 3.20 2.62
H 2.32 4.71 1.66
H -3.43 -2.34 2.66
H 4.46 1.68 2.56
H -2.61 -3.66 -1.18
H 4.77 -2.72 -0.69
H -4.25 -2.91 -5.04
H -2.15 2.24 -3.79
H 0.53 1.13 4.90
H -1.95 -3.67 4.13
H -2.07 0.41 2.79
H 3.31 0.41 -0.68
H 3.92 -0.05 0.91
H 0.73 -3.73 -3.36
H 1.04 -3.72 1.08
H 0.15 3.09 -0.88
H 1.92 1.14 -4.56
H 2.59 -1.82 0.00
H 4.89 0.98 -0.14
H 3.17 2.78 0.03
H 1.46 4.24 -0.57
H -0.42 1.89 3.63
H 2.49 0.98 3.31
H 2.91 -4.63 -4.04
```

Löwdin population analysis, charges in e, atoms 1 to 8: 0.693, 1.105, 1.051, 0.771, 0.002, -0.078, -0.092, -0.117